(1)
# C4H10ClN

A single C4H10ClN molecule (wB97M-V/def2-TZVPD, OMol25).

## Properties
Total charge: 0
Relative energy (zero: lowest compared OMol25 entry of this formula, charge and spin): 83.7 kcal/mol
HOMO energy: -8.17 eV
SMILES: CN(C)CCCl
Energy: -18319.413 eV
Multiplicity: 1

Geometry (Å):
Cl  -0.250  1.174  2.246
N  -0.166  -0.174  -0.765
C  -0.442  -0.993  0.469
C  -1.193  0.861  -1.048
C  0.255  -0.458  1.828
C  1.205  0.221  -0.992
H  -1.590  -1.106  0.675
H  -1.090  1.784  -0.339
H  1.339  1.210  -0.222
H  -0.832  1.153  -2.171
H  1.908  -0.603  -0.817
H  1.432  -0.705  1.705
H  1.420  0.561  -2.239
H  -2.024  0.444  -1.146
H  0.081  -1.241  2.618
H  -0.054  -2.130  0.197

---

(2)
# C4H10ClO6OsTe4

A molecular structure, C4H10ClO6OsTe4 (wB97M-V/def2-TZVPD, OMol25).

## Properties
Total charge: +1
Relative energy (zero: lowest compared OMol25 entry of this formula, charge and spin): 0.0 kcal/mol
HOMO energy (spin up / spin down): -10.91 / -11.34 eV
<S²>: 6.0213
Energy: -60744.366 eV
Multiplicity: 5

Geometry (Å):
Os  -0.669  -0.269  0.320
Te  -1.892  3.257  3.709
Te  -4.302  2.334  -2.057
Te  -3.515  -0.306  -1.821
Te  -2.884  1.625  1.864
Cl  -0.126  2.565  -0.431
O  0.249  -1.424  -1.331
O  -3.661  2.960  -0.469
O  0.539  1.015  -0.419
O  1.155  -0.964  1.188
O  -2.569  -0.031  -0.135
O  -1.315  0.517  2.018
C  0.193  -0.948  -2.690
C  1.608  -1.749  -0.981
C  1.656  -2.102  0.475
C  1.259  -1.084  2.619
H  1.036  -2.975  0.702
H  0.531  -1.747  -3.350
H  2.310  -1.191  2.881
H  2.238  -0.879  -1.184
H  0.847  -0.173  3.038
H  0.687  -1.948  2.963
H  0.822  -0.064  -2.797
H  -0.840  -0.697  -2.905
H  2.686  -2.294  0.782
H  1.936  -2.592  -1.591

---

(3)
# C4H10F12O17S4Zn2

A molecular structure, C4H10F12O17S4Zn2 (wB97M-V/def2-TZVPD, OMol25).

## Properties
Total charge: 0
HOMO energy: -9.78 eV
Energy: -211906.148 eV
Multiplicity: 1

Geometry (Å):
Zn  2.105  0.607  -0.927
Zn  -1.104  0.619  3.495
S  2.033  1.559  2.459
S  1.761  -0.160  -4.262
S  -1.166  0.630  -0.010
S  0.436  -2.438  3.259
F  -1.964  -3.323  2.377
F  -3.137  -1.065  -0.172
F  3.374  3.844  2.324
F  -1.244  -1.931  -0.736
F  1.185  4.083  2.465
F  -0.293  -4.686  1.965
F  -0.761  0.580  -3.871
F  2.475  3.510  4.268
F  -2.325  -0.634  -2.103
F  -0.536  -1.603  -4.167
F  -0.460  -0.259  -5.858
F  -1.182  -4.449  3.986
O  -0.402  -1.292  3.637
O  2.991  0.767  3.255
O  1.201  -2.229  1.984
O  0.264  0.534  -0.385
O  2.389  -1.394  -4.660
O  -0.063  3.972  -1.218
O  0.604  1.277  2.784
O  -1.812  1.860  -0.421
O  1.265  -2.952  4.366
O  2.122  1.037  -5.059
O  -1.436  0.476  1.437
O  2.088  2.534  -1.540
O  -2.912  -0.119  3.720
O  1.894  0.070  -2.818
O  -3.748  -2.718  -4.457
O  2.242  1.480  0.999
O  1.969  -1.410  -0.473
C  2.268  3.440  2.967
C  -0.813  -3.861  2.821
C  -2.016  -0.861  -0.835
C  -0.095  -0.384  -4.551
H  -0.220  4.675  -0.586
H  -0.831  3.397  -1.139
H  -2.950  -2.375  -4.051
H  -4.453  -2.464  -3.859
H  1.975  -2.200  -1.018
H  -3.320  -0.721  4.347
H  1.931  -1.736  0.434
H  1.394  3.207  -1.486
H  -3.606  0.089  3.088
H  2.883  3.016  -1.773

---

(4)
# C4H10FN

A single C4H10FN molecule (wB97M-V/def2-TZVPD, OMol25).

## Properties
Total charge: 0
Relative energy (zero: lowest compared OMol25 entry of this formula, charge and spin): 27.1 kcal/mol
HOMO energy: -8.80 eV
SMILES: CN(C)CCF
Energy: -8516.505 eV
Multiplicity: 1

Geometry (Å):
F  1.056  1.606  -2.422
N  -0.357  0.085  0.500
C  0.638  0.506  -0.433
C  0.051  0.990  -1.783
C  -0.868  -1.235  0.168
C  0.140  -0.010  1.838
H  -0.108  -1.981  -0.066
H  -1.398  -1.103  -0.771
H  -0.604  -0.151  2.578
H  0.940  -0.782  2.007
H  -0.324  0.134  -2.374
H  0.713  0.910  1.977
H  -0.834  1.647  -1.604
H  -1.529  -1.477  0.944
H  1.324  1.225  0.050
H  1.160  -0.364  -0.609

---

(5)
# C4H10FNO

2 unconnected molecules or ions with the total composition C4H10FNO (wB97M-V/def2-TZVPD, OMol25).

## Properties
Total charge: 0
Relative energy (zero: lowest compared OMol25 entry of this formula, charge and spin): 93.3 kcal/mol
HOMO energy (spin up / spin down): -9.46 / -7.96 eV
Energy: -10561.335 eV
Multiplicity: 1

Geometry (Å):
F  0.658  1.531  -0.958
O  -0.737  -1.550  0.116
N  2.335  -1.002  -0.736
C  0.426  0.441  -0.156
C  -1.940  0.339  -0.769
C  0.798  0.707  1.241
C  -0.650  -0.366  -0.714
H  -1.783  1.234  -1.470
H  1.676  1.404  1.184
H  1.290  -0.139  1.730
H  3.083  -0.336  -1.003
H  2.728  -1.323  0.230
H  -0.048  0.893  1.903
H  -2.803  -0.350  -1.232
H  -2.262  0.635  0.242
H  -0.173  -0.691  -1.757
H  -0.039  -2.184  -0.184

---

(6)
# C4H10I2O2Si

A molecular structure, C4H10I2O2Si (wB97M-V/def2-TZVPD, OMol25).

## Properties
Total charge: 0
Relative energy (zero: lowest compared OMol25 entry of this formula, charge and spin): 0.0 kcal/mol
HOMO energy: -9.03 eV
Energy: -32485.454 eV
Multiplicity: 1

Geometry (Å):
I  -1.893  2.218  1.129
I  1.935  -2.755  -0.913
Si  0.086  -0.343  0.336
O  1.420  0.404  0.727
O  -0.108  -0.028  -1.291
C  -1.406  0.164  1.424
C  -1.197  0.141  -2.159
C  0.445  -2.223  0.574
C  1.991  1.623  0.499
H  2.506  1.504  -0.345
H  0.955  -2.692  1.456
H  -0.564  -2.644  0.318
H  -2.062  0.001  -1.630
H  2.634  1.947  1.268
H  -1.149  0.082  2.438
H  -2.382  -0.422  1.387
H  -1.178  -0.545  -3.031
H  1.237  2.408  0.319
H  -1.270  1.161  -2.505

---

(7)
# C4H10IrO6S

A molecular structure, C4H10IrO6S (wB97M-V/def2-TZVPD, OMol25).

## Properties
Total charge: 0
Relative energy (zero: lowest compared OMol25 entry of this formula, charge and spin): 0.0 kcal/mol
HOMO energy (spin up / spin down): -10.13 / -10.56 eV
<S²>: 0.7559
Energy: -30266.000 eV
Multiplicity: 2

Geometry (Å):
Ir  0.970  -0.662  0.705
S  1.578  0.986  2.718
O  0.325  0.851  1.673
O  2.369  -1.068  -0.405
O  2.197  -0.370  2.234
O  1.077  0.918  4.043
O  2.390  2.083  2.318
O  -0.661  -1.072  -0.066
C  3.043  -0.205  -1.306
C  -1.969  -0.394  -1.939
C  -1.604  -0.076  -0.503
C  -2.788  -0.122  0.443
H  -3.255  -1.107  0.419
H  -2.473  0.095  1.464
H  2.639  0.806  -1.249
H  -2.427  -1.382  -2.002
H  -1.132  0.911  -0.449
H  2.920  -0.594  -2.318
H  4.098  -0.191  -1.037
H  -2.681  0.345  -2.309
H  -3.527  0.624  0.146
H  -1.088  -0.377  -2.580

---

(8)
# C4H10N

A molecular structure, C4H10N (wB97M-V/def2-TZVPD, OMol25).

## Properties
Total charge: 0
Relative energy (zero: lowest compared OMol25 entry of this formula, charge and spin): 33.1 kcal/mol
HOMO energy (spin up / spin down): -8.40 / -9.33 eV
<S²>: 0.7561
Energy: -5796.636 eV
Multiplicity: 2

Geometry (Å):
N  -2.211  1.000  -0.670
C  0.022  -0.683  0.654
C  -0.571  -0.970  -0.685
C  1.998  0.865  0.484
C  1.488  -0.356  0.588
H  -1.473  0.127  -0.842
H  1.353  1.732  0.345
H  -0.087  -1.493  1.365
H  -3.198  0.899  -0.472
H  -0.487  0.115  1.200
H  2.233  -1.147  0.587
H  -1.316  -1.761  -0.727
H  3.053  1.068  0.609
H  0.060  -1.051  -1.572
H  -2.193  1.585  -1.502

---

(9)
# C4H10N

2 unconnected molecules or ions with the total composition C4H10N (wB97M-V/def2-TZVPD, OMol25).

## Properties
Total charge: 0
Relative energy (zero: lowest compared OMol25 entry of this formula, charge and spin): 13.9 kcal/mol
HOMO energy (spin up / spin down): -9.18 / -9.58 eV
<S²>: 0.7540
Energy: -5797.470 eV
Multiplicity: 2

Geometry (Å):
N  0.058  -0.511  0.868
C  -0.599  0.898  -0.982
C  -0.787  0.606  0.523
C  1.099  -0.546  -0.101
C  0.411  -0.145  -1.441
H  -0.150  1.895  -1.094
H  -1.822  0.333  0.726
H  -0.998  -2.055  5.284
H  -0.270  -2.212  5.107
H  -0.556  1.480  1.131
H  -1.537  0.941  -1.523
H  1.212  0.279  -2.059
H  1.529  -1.530  -0.172
H  0.024  -0.989  -2.004
H  1.900  0.158  0.060